65
Properties=species:S:1:pos:R:3:forces:R:3:lowdin_spin:R:1 method="wB97M-V/def2-TZVPD" fmax_ev_per_a=0.4 charge=+2 lumo_ev="-4.5 / -7.3" de_lowest_kcal_mol=0.0 spin_multiplicity=3 s2=2.004 homo_lumo_gap_ev="9.6 / 7.9"
Pd 0.3923 0.5613 0.1351 0.2467 -0.1425 -0.3369 1.414
S 3.4398 0.8311 1.7531 -0.1516 -0.0834 -0.0265 0.008
P 0.2799 -1.7905 0.2909 -0.0815 0.1186 0.0179 0.109
O 2.3122 1.2567 0.8125 0.1660 0.1746 -0.0220 0.086
O 0.5122 -2.1436 -1.2272 0.0341 -0.0764 0.0223 0.038
O -1.4095 0.3636 -1.1412 -0.0085 -0.0242 -0.1220 0.075
O 0.0063 2.5942 -1.1235 -0.0853 0.0438 0.1244 0.021
O 1.2250 -2.7124 1.1598 -0.0248 -0.0307 0.1127 0.045
O -1.1511 -2.3365 0.6244 -0.0231 -0.1268 -0.0028 0.032
O -0.8495 1.7455 1.3789 -0.1514 -0.0158 0.0959 0.098
N -2.3821 3.3799 1.5222 0.0818 0.0267 -0.0417 0.006
N -1.9758 0.4706 -3.3261 0.0279 0.0535 0.0151 0.009
C 3.1580 1.7546 3.2491 0.0146 0.0143 0.0514 0.000
C -2.7342 -0.7790 -3.2661 -0.0180 0.0032 -0.0049 0.001
C -2.9416 2.8177 2.7518 -0.0152 -0.0097 -0.0125 0.001
C -1.3527 0.9281 -2.2559 0.0221 0.0606 0.1194 0.010
C -1.3789 2.7813 0.9072 0.0941 0.0007 -0.0266 0.010
C 0.4184 -3.5175 -1.7468 -0.0551 0.0358 0.0404 0.009
C -1.5593 -3.4160 2.7812 -0.0483 -0.0075 0.0560 0.001
C -2.9330 4.6584 1.0657 -0.0117 0.0081 0.0147 0.001
C 1.5599 -3.7513 -2.6986 0.0054 -0.0235 -0.0216 0.001
C 2.6794 -2.7010 1.0477 -0.0810 0.0613 -0.0268 0.002
C -1.9211 1.1678 -4.6123 -0.0200 -0.0033 -0.0126 0.001
C -0.5189 2.2024 -2.3828 -0.0316 -0.0062 -0.0589 0.002
C 3.1711 -4.1253 1.0402 0.0314 0.0033 -0.0033 0.001
C 4.8580 1.6993 1.1220 0.0421 0.0123 0.0164 0.006
C -1.7672 -2.1826 1.9418 0.0248 0.1002 -0.0722 0.002
C -0.8174 3.4554 -0.3476 -0.0396 0.0075 0.0395 0.001
H -1.1049 3.0120 -2.8238 0.0071 -0.0145 0.0145 0.001
H -2.5850 3.3781 3.6163 -0.0031 -0.0125 0.0011 0.000
H -3.7920 -0.5741 -3.4301 0.0021 -0.0158 0.0130 0.000
H -2.6452 1.7789 2.8424 -0.0098 0.0077 0.0178 0.000
H -0.1917 4.2874 -0.0099 -0.0139 -0.0164 -0.0192 0.000
H 5.7066 1.4897 1.7728 0.0050 0.0178 0.0190 0.001
H -2.1449 5.3771 0.8471 -0.0147 0.0002 -0.0134 0.000
H 4.2604 -4.1354 0.9962 0.0022 0.0068 0.0035 0.000
H -4.0262 2.8895 2.7007 0.0035 -0.0155 0.0169 0.000
H -1.3566 -1.2822 2.4095 -0.0161 -0.0345 0.0283 0.001
H -0.5155 -3.5467 3.0586 0.0273 0.0048 -0.0235 0.000
H -2.3784 -1.4496 -4.0476 0.0027 0.0007 0.0104 0.000
H 2.1798 1.4546 3.6212 0.0114 -0.0017 0.0162 0.000
H -3.5704 4.5235 0.1912 -0.0067 0.0211 0.0073 0.000
H 3.0527 -2.1434 1.9050 0.0250 -0.0471 -0.0143 0.000
H 4.6436 2.7658 1.0842 -0.0029 -0.0058 -0.0141 0.000
H -2.8187 -2.0050 1.7280 0.0099 -0.0229 0.0127 0.000
H 0.3333 2.0239 -3.0419 -0.0010 -0.0118 0.0272 0.000
H 2.8611 -4.6450 1.9451 -0.0116 0.0041 0.0046 0.000
H 3.9226 1.4809 3.9756 0.0246 0.0216 -0.0008 0.000
H -2.2856 2.1909 -4.5267 0.0071 -0.0039 -0.0136 0.000
H 3.1803 2.8222 3.0382 -0.0198 0.0007 -0.0090 0.000
H 1.5488 -3.0253 -3.5104 -0.0061 0.0188 0.0032 0.000
H 2.9590 -2.1713 0.1327 0.0322 -0.0189 0.0062 0.001
H -2.5691 0.6426 -5.3075 0.0101 0.0086 -0.0039 0.000
H -1.8965 -4.3025 2.2465 -0.0167 -0.0007 -0.0082 0.000
H 2.7921 -4.6702 0.1761 -0.0136 0.0023 -0.0064 0.000
H -1.6174 3.8718 -0.9607 -0.0112 -0.0440 0.0206 0.000
H -2.1503 -3.3269 3.6934 0.0143 -0.0058 0.0070 0.000
H 1.4711 -4.7461 -3.1354 -0.0083 -0.0115 0.0122 0.001
H -3.5366 5.0682 1.8701 -0.0021 0.0079 -0.0160 0.000
H 2.5207 -3.6918 -2.1875 0.0061 0.0114 0.0079 0.000
H -0.9106 1.1678 -5.0215 -0.0027 0.0146 -0.0056 0.000
H 5.0569 1.3096 0.1262 0.0073 -0.0056 -0.0013 0.000
H -0.5524 -3.5871 -2.2347 0.0220 -0.0174 -0.0019 0.001
H 0.4345 -4.2082 -0.9033 0.0100 -0.0130 -0.0194 0.001
H -2.5954 -1.2356 -2.2918 -0.0144 -0.0042 -0.0137 0.000